1.
{"formula": "C22H44O16S3", "method": "the ωB97M-V functional and the def2-TZVPD basis", "orbital_gap_ev": 9.61, "lumo_ha": 0.0057, "e_above_lowest_kj_mol": 361.6, "e_homo_ha": -0.347, "symbols": ["C", "C", "O", "S", "O", "O", "O", "H", "H", "H", "H", "C", "C", "O", "S", "O", "O", "O", "H", "H", "H", "H", "C", "C", "O", "S", "O", "O", "O", "H", "H", "H", "H", "C", "C", "C", "O", "C", "H", "H", "H", "H", "H", "H", "H", "H", "C", "C", "C", "O", "C", "H", "H", "H", "H", "H", "H", "H", "H", "C", "C", "C", "O", "C", "H", "H", "H", "H", "H", "H", "H", "H", "C", "C", "C", "O", "C", "H", "H", "H", "H", "H", "H", "H", "H"], "xyz": [[-3.685682, 3.943847, -4.008572], [-5.041420, 4.548954, -3.894841], [-5.296219, 4.760041, -2.551068], [-4.716682, 3.457768, -1.602110], [-5.722607, 2.415127, -1.502185], [-4.035562, 3.920128, -0.425392], [-3.602871, 3.101354, -2.894862], [-3.045513, 4.813418, -3.859786], [-3.476019, 3.403378, -4.931623], [-5.769016, 3.795771, -4.197206], [-5.179174, 5.409206, -4.549901], [-9.323467, -3.624161, 5.768855], [-9.186365, -2.943845, 4.419076], [-10.283170, -3.393624, 3.707217], [-11.657570, -3.486109, 4.602306], [-12.537986, -4.538032, 4.123145], [-12.264334, -2.147241, 4.891315], [-10.720302, -3.954960, 5.956955], [-9.000393, -2.987064, 6.592158], [-8.644499, -4.470367, 5.663808], [-8.246171, -3.075876, 3.883620], [-9.221242, -1.861083, 4.539534], [-5.825699, -3.983049, -11.435288], [-4.468076, -4.224613, -10.842539], [-4.041341, -3.138109, -10.031860], [-4.887722, -1.684593, -10.461507], [-4.142972, -0.749020, -11.321121], [-5.566892, -1.112058, -9.360705], [-6.034371, -2.533225, -11.387058], [-6.662097, -4.549945, -11.026438], [-5.919964, -4.241600, -12.489981], [-3.737380, -4.533376, -11.590098], [-4.647573, -4.970638, -10.068375], [-3.448245, -4.340651, -3.108339], [-2.527395, -5.299558, -3.795227], [-3.338532, -6.527872, -3.964944], [-4.599959, -5.950047, -4.255393], [-4.849366, -4.654255, -3.708479], [-3.094875, -3.339705, -3.356022], [-3.561723, -4.387235, -2.025264], [-1.668162, -5.383455, -3.129815], [-2.030811, -4.870473, -4.665497], [-3.409084, -7.055372, -3.013697], [-2.989196, -7.237751, -4.714710], [-5.615486, -4.781778, -2.943700], [-5.048420, -3.848504, -4.415055], [-1.660660, -15.453887, -0.821310], [-1.365288, -13.966969, -0.337291], [-0.319762, -14.099723, 0.718204], [0.431110, -15.211235, 0.265380], [-0.377871, -16.186800, -0.276916], [-1.741961, -15.603025, -1.897992], [-2.583176, -15.881018, -0.428097], [-2.299120, -13.607501, 0.094970], [-0.954235, -13.465746, -1.213597], [-0.676659, -14.383422, 1.708272], [0.379425, -13.266854, 0.792835], [-0.722787, -16.749371, 0.590637], [0.172502, -16.901767, -0.888478], [2.403961, 0.068331, -6.098490], [3.456845, -1.064935, -6.155484], [3.605253, -1.278029, -7.636106], [3.631359, 0.033582, -8.089097], [2.717361, 0.840911, -7.363893], [2.583948, 0.614307, -5.172411], [1.463517, -0.478018, -6.170420], [3.003659, -1.944268, -5.697794], [4.375890, -0.796798, -5.634362], [2.962742, -2.054598, -8.051108], [4.546127, -1.812092, -7.768887], [1.827683, 0.947010, -7.984624], [3.129166, 1.840040, -7.221583], [4.712034, -3.335230, 1.763553], [5.111673, -2.344249, 2.808949], [4.587650, -3.022377, 4.078526], [4.905695, -4.343862, 3.767401], [4.738626, -4.705557, 2.375925], [5.443905, -3.266907, 0.958701], [3.762406, -3.125890, 1.271124], [4.656009, -1.360518, 2.696074], [6.177961, -2.182320, 2.651178], [3.516677, -2.967778, 4.273791], [5.151081, -2.685253, 4.948580], [3.856532, -5.279333, 2.091681], [5.554856, -5.337106, 2.025183]], "forces_ev_per_angstrom": [[0.116, 1.501, 0.668], [-1.606, -1.784, -1.900], [0.412, -0.167, 3.276], [0.057, 0.485, -3.195], [1.723, 1.659, -0.338], [-0.688, -0.296, -1.584], [-0.572, -1.405, 2.863], [0.905, -0.313, -0.184], [-0.120, -0.007, 0.212], [-0.258, -0.051, -0.508], [0.030, 0.368, 0.687], [0.443, -0.042, -0.135], [0.186, 2.101, 1.051], [-2.503, -0.530, -1.639], [-0.156, 1.767, 1.602], [2.167, 1.633, 0.823], [2.146, -3.748, -0.933], [-0.771, 0.261, -1.413], [-0.123, -0.091, -0.054], [-0.709, -0.738, 0.765], [-0.282, -0.863, -0.059], [-0.398, 0.254, -0.009], [-0.859, 1.653, -1.333], [-0.131, -1.247, 1.269], [-1.045, 3.123, -0.926], [0.144, -0.900, -2.915], [-1.128, -2.788, 1.634], [0.252, -0.536, 0.616], [1.285, 0.417, 1.057], [0.090, 0.524, 0.943], [0.618, 0.112, -0.156], [0.162, 0.269, 0.225], [0.614, -0.623, -0.396], [-1.231, 1.588, 0.017], [2.466, 0.367, 1.358], [-0.317, 0.794, 0.544], [-2.000, -0.967, -1.844], [2.379, -0.605, 0.761], [-0.340, 0.243, 0.229], [0.708, -0.420, 0.063], [0.189, -0.654, 0.177], [-0.747, -0.122, -0.547], [0.068, -0.245, 0.188], [-0.417, 0.240, -0.303], [-0.119, 0.422, -0.127], [-0.640, -0.639, -0.526], [1.322, -0.080, 0.028], [-1.503, -1.376, -0.716], [0.780, -1.199, -0.148], [2.519, 0.726, -0.394], [-2.111, -0.418, 1.281], [0.085, 0.594, -0.107], [0.156, 0.112, 0.364], [0.103, 0.756, -0.547], [-0.404, 0.585, 0.300], [-0.527, 0.407, 0.214], [-0.191, 0.057, 0.057], [-0.252, -0.714, 0.085], [0.023, 0.548, -0.417], [1.089, -0.849, 0.384], [-1.395, -0.671, 0.784], [1.699, -0.892, 1.518], [0.502, 0.374, -1.780], [-0.694, -0.139, -0.443], [-0.734, 0.151, -0.090], [-0.345, 0.715, 0.323], [0.355, -0.131, 0.355], [0.091, -0.062, -0.308], [-1.282, 0.771, -0.359], [0.664, 0.705, -0.496], [-0.233, 0.194, 0.025], [0.281, -0.165, 0.087], [0.028, 0.407, -2.867], [-1.217, 1.293, 0.116], [1.364, 0.116, -1.101], [0.208, -3.302, 0.926], [0.196, 1.085, 0.789], [-0.049, -0.105, -0.256], [-0.221, 0.096, 0.295], [-0.136, 0.050, -0.337], [0.178, -0.185, 1.206], [-0.170, 0.656, -0.237], [-0.099, -0.388, 0.196], [-0.509, 0.053, 0.786], [0.425, 0.225, 0.484]]}


2.
{"formula": "C22H18FIN4O4", "method": "the ωB97M-V functional and the def2-TZVPD basis", "orbital_gap_ev": 7.35, "lumo_ha": -0.0233, "e_homo_ha": -0.293, "symbols": ["O", "F", "I", "N", "N", "O", "O", "O", "C", "C", "C", "C", "C", "C", "C", "C", "C", "C", "C", "C", "C", "C", "C", "C", "C", "N", "N", "C", "C", "C", "C", "C", "H", "H", "H", "H", "H", "H", "H", "H", "H", "H", "H", "H", "H", "H", "H", "H", "H", "H"], "xyz": [[-3.917093, 0.121128, -0.612183], [4.881983, -2.927490, 8.196153], [2.374352, -1.920193, -1.923233], [-0.922199, 0.002554, 3.644002], [0.090335, -0.421226, 0.147622], [-2.982070, 0.672670, 1.942897], [1.139981, 0.247860, 2.775340], [-2.658077, 1.026911, -7.773506], [-2.666621, 0.003284, -0.409674], [-0.269450, 0.034347, 2.521757], [-0.419954, -0.337629, -1.113517], [0.024017, 0.312639, 4.661632], [-0.013013, -0.581047, -3.492411], [0.400972, -0.841681, -2.172193], [-0.770248, -0.069485, 1.174062], [-2.120302, 0.120451, 0.960544], [-2.098457, 0.308005, -2.860598], [-1.205501, 0.130811, -3.873346], [1.254052, 0.591838, 4.081888], [4.322458, -2.143807, 5.955192], [3.651357, -0.834264, 7.911289], [3.847019, -1.100492, 5.102135], [3.015888, 0.036837, 7.011704], [4.239098, -2.027495, 7.395323], [3.106275, -0.029578, 5.615436], [-1.760662, -0.029909, -1.512167], [-1.458966, 0.530417, -5.256427], [2.548477, 0.943618, 4.695651], [-2.149975, -0.344394, -7.496626], [-3.164949, 1.656185, -6.608226], [-1.080830, -0.310275, -6.401733], [-2.121450, 1.822028, -5.521328], [-3.851228, 0.624180, 1.557615], [-0.180722, 0.106950, 5.673763], [0.675856, -0.742232, -4.422396], [-2.955614, 0.955271, -3.022697], [4.842576, -3.007328, 5.552149], [3.615848, -0.755651, 8.970758], [3.904589, -1.251756, 4.037068], [2.377161, 0.827563, 7.397309], [3.280282, 1.293682, 4.041863], [2.441125, 1.818697, 5.370643], [-1.765028, -0.639794, -8.430434], [-2.965238, -1.013007, -7.235715], [-3.994903, 1.101003, -6.433215], [-3.429190, 2.710652, -6.820840], [-1.037972, -1.342639, -5.965451], [-0.134956, 0.035433, -6.672039], [-2.580378, 2.173489, -4.626765], [-1.358653, 2.462866, -5.737073]], "forces_ev_per_angstrom": [[3.250, -0.292, 0.385], [-0.828, 0.731, -0.638], [-2.182, 1.287, -0.009], [1.333, 0.336, 0.399], [-2.305, 0.723, -1.697], [2.102, -1.451, -1.564], [-1.309, 1.247, -1.514], [1.233, -1.053, -0.176], [-3.480, 1.452, -0.370], [2.423, 0.130, 2.877], [0.847, -1.534, 1.806], [0.613, -0.054, -2.586], [2.563, -0.319, -0.926], [0.495, 0.274, -3.320], [-0.474, -0.367, -1.036], [-0.514, 1.124, -0.081], [0.095, 0.732, 0.704], [-0.566, -0.531, -0.710], [-2.583, -1.942, 0.293], [0.056, 0.849, 1.356], [0.124, -2.245, -1.521], [-0.307, -1.768, 1.626], [-0.192, 0.402, 0.081], [0.160, 1.983, -2.251], [1.860, -2.870, 1.268], [1.551, 0.071, 1.409], [-0.625, -0.395, 2.644], [-1.243, 1.965, 1.692], [-0.526, 2.635, 0.940], [2.596, 2.363, -1.106], [-1.637, -1.189, 2.133], [-1.193, -3.649, 0.485], [-0.901, -0.005, -0.504], [-0.425, 0.427, 0.974], [-1.014, -0.230, 2.187], [-0.337, -0.710, 0.575], [-0.109, 0.113, -0.058], [-0.221, 0.463, 0.666], [0.233, 0.062, -0.231], [0.313, 0.095, 0.278], [1.064, 0.189, -1.662], [-0.657, 0.010, -0.666], [0.668, -0.493, -1.034], [-0.296, 0.065, 0.276], [-2.714, -1.375, 1.847], [-0.258, -0.637, -0.596], [0.399, 0.662, -0.674], [1.637, 0.147, -1.385], [-0.479, 0.261, 0.677], [1.759, 2.311, -1.263]]}


3.
{"formula": "C5H5BrFN", "method": "the ωB97M-V functional and the def2-TZVPD basis", "orbital_gap_ev": [8.82, 4.03], "lumo_ha": [-0.0493, -0.1276], "e_above_lowest_kj_mol": 285.4, "e_homo_ha": [-0.373, -0.276], "symbols": ["C", "C", "C", "C", "C", "N", "F", "Br", "H", "H", "H", "H", "H"], "xyz": [[-1.495140, 0.678137, 0.348822], [-0.492426, 1.609817, -0.076872], [1.009273, -0.014069, -0.764566], [0.199200, -1.110445, -0.147538], [-1.205089, -0.632987, 0.097263], [0.690453, 1.214730, -0.602591], [-2.153212, -1.559263, 0.409966], [3.971585, -0.249521, 0.785668], [-2.452670, 1.111028, 0.718029], [-0.699300, 2.596993, 0.054272], [1.895267, -0.354132, -1.120611], [0.187223, -2.101804, -0.587685], [0.544835, -1.188480, 0.885843]], "forces_ev_per_angstrom": [[0.071, 0.294, -0.938], [0.757, -3.956, 0.131], [-2.307, -1.024, 2.125], [-1.997, 0.353, 0.338], [-1.178, 0.422, 1.337], [-0.258, 2.338, -0.476], [1.009, 0.358, -0.440], [-0.422, 0.023, -0.142], [0.748, -0.935, -0.357], [-0.091, 2.788, 0.095], [2.792, -0.186, -1.639], [0.373, 0.004, -0.282], [0.503, -0.481, 0.248]]}


4.
{"formula": "C3H4LiO2Yb", "method": "the ωB97M-V functional and the def2-TZVPD basis", "orbital_gap_ev": [2.31, 6.98], "lumo_ha": [-0.3713, -0.3759], "e_above_lowest_kj_mol": 0.0, "charge": 2, "e_homo_ha": [-0.456, -0.632], "spin_multiplicity": 2, "symbols": ["O", "Li", "C", "C", "H", "H", "H", "Yb", "C", "O", "H"], "xyz": [[0.374972, 0.876504, -0.082078], [-1.520123, 0.209901, -0.380018], [1.361080, 0.115121, -0.382676], [1.411245, -1.019818, 0.508862], [2.039594, 0.317033, -1.219994], [2.238803, -0.946959, 1.228927], [1.614942, -1.923539, -0.082751], [0.737985, 3.513792, -0.668429], [-3.789644, -0.213888, -0.090803], [-4.895881, -0.359806, 0.028349], [0.427027, -0.568342, 1.140613]], "forces_ev_per_angstrom": [[-4.027, 6.094, -1.072], [0.520, -0.358, 0.291], [2.940, -1.151, -1.371], [-0.456, 1.144, 1.654], [-0.299, -0.044, 0.152], [-0.080, -0.099, 0.044], [-1.074, -0.447, 0.766], [0.194, -2.031, 0.567], [-0.862, -0.027, 0.051], [1.040, 0.076, -0.089], [2.102, -3.158, -0.992]]}